93
Properties=species:S:1:pos:R:3:forces:R:3 method="wB97M-V/def2-TZVPD" homo_energy_ha=-0.38006 spin_multiplicity=1 charge=+1 total_energy_ev=-64280.9194
C 3.7916 -4.3965 3.2706 0.73 -0.13 -0.73
C 3.3943 -4.9282 1.8581 0.12 -0.59 0.92
N 2.0776 -4.4649 1.3599 0.50 0.59 -0.08
C 2.1462 -3.3598 0.4438 -0.26 0.69 -0.86
Cl 3.0579 -3.8288 -1.0489 0.38 -0.41 0.79
C 2.8826 -2.1494 1.0174 0.41 -0.08 -0.08
N 2.6946 -0.9270 0.1573 -1.52 -0.36 2.37
C 1.4193 -0.5444 0.3129 -0.23 0.30 -0.36
N 1.1124 0.7842 0.2069 0.14 0.55 0.63
N 0.4226 -1.4693 0.5982 1.32 -0.31 -0.82
C 0.6745 -2.8037 -0.0173 0.68 -0.40 0.16
S 0.5598 -2.5986 -1.8544 -0.93 -0.08 -0.23
C -0.4500 -3.7501 0.4655 -0.78 0.79 0.02
C -1.8031 -3.5366 -0.2591 -0.27 -0.80 -0.47
C -1.9905 -4.6864 -1.2890 0.06 0.16 -0.14
O -2.9166 -3.5117 0.6513 0.50 0.46 -0.24
C -3.8783 -2.6373 0.0502 -0.58 -0.03 0.32
C -5.2477 -2.6904 0.6778 0.24 -0.34 -0.14
C -6.3404 -2.8007 -0.1597 0.30 -0.06 -1.04
C -7.6316 -2.8133 0.3052 -0.58 0.08 -0.16
C -7.8730 -2.7164 1.6651 -0.45 -0.05 -0.81
C -6.7876 -2.6182 2.5001 -0.56 0.19 1.38
C -5.4976 -2.6011 2.0322 0.90 0.07 0.33
H 3.1845 -3.5577 3.6248 -0.12 -0.30 0.09
H 4.8252 -4.0302 3.2159 -0.19 0.04 0.14
H 3.8228 -5.2311 3.9726 -0.35 0.35 0.19
H 4.2177 -4.7348 1.1699 -0.44 0.12 -0.26
H 3.3251 -6.0171 1.9424 0.02 0.16 -0.18
H 1.5736 -4.1441 2.1856 -0.30 -0.23 -0.20
H 2.4367 -1.8672 1.9818 0.15 -0.40 0.00
H 3.9392 -2.3501 1.1965 -0.07 0.09 -0.37
H 3.2372 -0.1544 0.5538 0.57 0.17 -1.29
H 1.0493 1.3500 1.0422 -0.21 -0.04 -0.13
H 0.9849 1.2664 -0.6707 -0.01 -0.26 -0.02
H 0.2539 -1.5484 1.6030 -0.69 0.44 -0.12
H 1.0920 -1.3846 -2.1066 0.15 -0.22 0.52
H -0.6214 -3.5182 1.5286 0.13 -0.27 -0.10
H -0.1805 -4.7983 0.3571 0.34 0.20 0.21
H -1.8513 -2.5963 -0.8160 0.55 0.02 0.29
H -1.0486 -5.2040 -1.5034 -0.11 0.12 0.04
H -2.3510 -4.3187 -2.2552 -0.16 -0.09 0.21
H -2.6855 -5.4296 -0.8863 0.05 0.16 -0.06
H -3.5214 -1.5953 0.1135 0.16 -0.22 -0.18
H -4.0011 -2.9329 -1.0006 0.06 0.29 0.08
H -6.1730 -2.8698 -1.2342 -0.02 -0.03 0.14
H -8.4397 -2.8796 -0.4178 0.01 -0.03 0.21
H -8.9011 -2.7055 2.0101 0.20 -0.02 0.24
H -6.9815 -2.5202 3.5661 0.20 -0.07 -0.10
H -4.6743 -2.5161 2.7379 -0.08 -0.03 -0.10
C -2.2197 5.1547 -1.2013 -0.03 0.01 0.02
C -2.5371 3.7122 -1.5668 -0.11 0.21 -0.03
N -2.4220 2.7915 -0.4474 0.35 -0.25 0.16
C -2.4574 1.3953 -0.8452 0.25 -0.06 -0.22
C -3.7360 0.8493 -1.4740 -0.16 -0.29 0.14
C -3.2032 3.1249 0.7351 -0.12 0.33 0.16
C -4.7219 3.2593 0.5758 -0.07 -0.12 0.16
H -1.2283 5.2362 -0.7516 -0.03 -0.02 0.04
H -2.2332 5.7723 -2.1000 -0.01 -0.02 0.00
H -2.9514 5.5736 -0.5098 0.03 0.01 0.00
H -1.8264 3.4037 -2.3394 -0.04 -0.18 0.04
H -3.5335 3.6770 -2.0302 0.01 0.02 -0.05
H -2.1975 0.7743 0.0198 -0.06 0.09 0.08
H -1.6418 1.2332 -1.5628 0.01 0.14 -0.02
H -4.5007 0.6896 -0.7139 -0.10 0.01 -0.09
H -3.5192 -0.1228 -1.9246 -0.06 0.01 -0.03
H -4.1520 1.4871 -2.2534 0.09 0.07 0.02
H -2.8226 4.0670 1.1383 0.04 0.01 -0.12
H -2.9920 2.3914 1.5186 0.06 -0.13 -0.15
H -5.0009 3.8214 -0.3159 0.04 0.00 0.00
H -5.1348 3.7867 1.4381 0.03 0.02 -0.03
H -5.2149 2.2884 0.5415 -0.02 0.02 -0.12
C 4.2929 3.0529 1.3496 -0.13 -0.03 -0.04
C 5.3594 3.6061 0.4160 -0.14 0.08 0.00
N 5.5668 2.8086 -0.7796 0.14 -0.32 -0.07
C 6.7639 3.1866 -1.5212 0.30 0.04 0.03
C 6.8112 4.5853 -2.1432 0.04 -0.02 -0.13
C 4.3895 2.5497 -1.5891 -0.29 0.05 0.08
C 3.6136 3.7578 -2.1301 -0.12 -0.10 -0.14
H 4.5147 2.0186 1.6311 0.04 0.00 -0.04
H 4.2595 3.6481 2.2626 0.00 -0.02 -0.01
H 3.2962 3.0897 0.9023 0.01 0.01 -0.01
H 6.2975 3.6348 0.9751 0.09 0.00 -0.17
H 5.1076 4.6494 0.1768 -0.02 0.04 0.10
H 6.9438 2.4444 -2.3033 -0.15 -0.04 0.01
H 7.6156 3.0897 -0.8411 -0.10 0.00 0.10
H 6.1932 4.6538 -3.0373 -0.05 0.05 0.04
H 7.8335 4.8125 -2.4501 0.00 -0.02 0.03
H 6.5035 5.3633 -1.4439 -0.02 -0.02 0.00
H 3.6937 1.9420 -0.9960 0.04 0.06 0.10
H 4.6652 1.9036 -2.4264 0.21 0.06 0.04
H 3.4781 4.5385 -1.3807 0.03 -0.02 0.01
H 2.6188 3.4408 -2.4571 0.01 0.01 0.02
H 4.0992 4.1938 -3.0005 0.03 0.09 0.07